# 1
ORCA calculation (ωB97M-V/def2-TZVPD) on 13 unconnected molecules or ions with the total composition C26H81N3O13 at a distorted geometry.

```
! wB97M-V def2-TZVPD RIJCOSX def2/J DEFGRID3
* xyz 1 2
C -0.20259 -0.72977 -5.76278
O 1.10426 -1.11961 -6.17964
H -0.97482 -0.75900 -6.53148
H -0.53385 -1.32351 -4.91082
H -0.24609 0.29495 -5.39376
H 1.16986 -2.06288 -6.01363
C 2.30956 1.91699 2.78837
O 2.48487 3.26257 3.17173
H 1.37072 1.48816 3.13877
H 2.33687 1.80547 1.70443
H 3.13507 1.32648 3.18577
H 3.36852 3.55265 2.93380
C 0.18985 4.82749 -1.53388
O 0.98135 5.27793 -2.60947
H 0.67328 5.13684 -0.60723
H -0.75712 5.36696 -1.55239
H -0.11713 3.78235 -1.57312
H 1.78111 4.74727 -2.58978
C 1.57692 -3.23479 -2.75650
O 1.73297 -4.58720 -2.30210
H 0.55197 -2.87265 -2.67630
H 2.11482 -2.55709 -2.09356
H 1.92115 -2.92866 -3.74437
H 1.25329 -5.19639 -2.86813
C -3.15911 4.26757 -2.40444
O -4.53171 4.09975 -2.42298
H -2.67674 4.63049 -3.31203
H -2.90772 4.99798 -1.63542
H -2.64869 3.35357 -2.10085
H -4.78224 3.45458 -3.08826
C -1.79707 3.67741 1.52087
O -2.04514 2.47927 0.81947
H -2.21965 3.69490 2.52547
H -0.71277 3.78735 1.53822
H -2.23376 4.46584 0.90786
H -2.97511 2.57272 0.60031
C -0.46286 0.81124 -1.89355
C 0.36812 0.60641 -0.63965
O -0.47886 0.22083 0.41774
H -0.94548 -0.15191 -2.05942
H 0.17633 1.11915 -2.72103
H -1.19496 1.58761 -1.67130
H 0.82251 1.54960 -0.33629
H 1.23526 -0.04128 -0.76873
H -1.08061 0.94670 0.59831
C -4.03609 -1.35217 -2.61513
C -3.03919 -2.39884 -3.19765
O -3.07121 -3.52312 -2.39870
H -3.65853 -0.95948 -1.67101
H -5.01734 -1.77173 -2.39329
H -4.10684 -0.48150 -3.26707
H -2.06345 -1.93540 -3.34344
H -3.50815 -2.63031 -4.15400
H -2.90714 -3.11772 -1.54410
C 4.55490 -0.85048 0.40552
C 5.77621 -1.57190 0.63246
O 6.48364 -1.62175 -0.54317
H 3.98160 -0.76610 1.32873
H 3.87885 -1.29785 -0.32312
H 4.68723 0.14451 -0.01942
H 5.59388 -2.60305 0.93510
H 6.32965 -1.09436 1.44101
H 7.33703 -2.02130 -0.35960
C -0.18717 -3.68418 0.21512
C -1.57453 -3.22001 0.62797
O -1.91792 -2.11087 -0.16995
H 0.29619 -4.39235 0.88815
H 0.43551 -2.80987 0.02556
H -0.24063 -4.29182 -0.68822
H -1.64143 -3.06806 1.70525
H -2.30298 -3.96558 0.30924
H -1.49861 -1.30555 0.14186
C 2.78294 -3.95263 5.21158
C 2.10430 -2.94646 6.10930
C 0.94846 -2.25924 5.35747
O 1.49966 -1.57278 4.18852
C 0.55897 -1.36447 3.14166
N 1.60671 -3.69389 7.24424
H 2.15345 -4.84133 5.16617
H 3.74931 -4.25638 5.61406
H 2.86099 -3.45330 4.24584
H 2.86573 -2.23809 6.43570
H 0.49405 -1.58236 6.08096
H 0.11934 -2.88677 5.03054
H -0.30172 -0.82262 3.53374
H 0.19430 -2.32860 2.78730
H 0.98258 -0.76681 2.33454
H 0.97179 -4.42848 6.96613
H 2.36889 -4.19311 7.68007
C -3.14880 -0.32949 2.61226
C -4.46076 0.40418 2.89421
C -5.63194 -0.18329 2.09671
O -5.41217 0.20538 0.75379
C -6.29981 -0.41480 -0.17287
N -4.71892 0.39799 4.32223
H -2.32807 0.26608 3.01200
H -3.01803 -0.45090 1.53696
H -3.23432 -1.30777 3.08528
H -4.26565 1.44169 2.62291
H -6.56031 0.33728 2.33173
H -5.69034 -1.26424 2.22419
H -5.82019 -1.37215 -0.37668
H -6.30717 0.11879 -1.12331
H -7.29851 -0.55873 0.23942
H -5.60410 0.79607 4.60166
H -4.73592 -0.54713 4.67799
C 3.45250 3.11655 -0.77547
C 3.81280 3.22486 -2.17906
C 3.07507 2.33345 -3.17605
O 3.39833 0.97778 -2.80579
C 2.85540 0.02473 -3.74221
N 3.59812 4.64536 -2.59001
H 4.23135 3.62325 -0.20560
H 3.46750 2.06971 -0.47216
H 2.52983 3.64662 -0.53924
H 4.89225 3.11288 -2.28082
H 3.51931 2.63404 -4.12494
H 2.00123 2.51907 -3.19885
H 2.77873 0.33921 -4.78304
H 1.83830 -0.22505 -3.44018
H 3.41969 -0.90638 -3.69019
H 3.99612 4.79662 -3.50588
H 4.15111 5.27180 -2.02266
*
```

Summary:
* expectation value of S²: 0.7547
* calculated total energy: -2181.0005 hartree
* frontier orbital gap (spin up / spin down): 7.84 / 2.13 eV



# 2
ORCA calculation (ωB97M-V/def2-TZVPD) on 9 unconnected molecules or ions with the total composition C13H47N5O9 at a distorted geometry.

```
! wB97M-V def2-TZVPD RIJCOSX def2/J DEFGRID3
* xyz 0 1
C 0.78371 1.33874 4.12914
O -0.40862 0.63193 4.42534
C -0.92465 1.01782 5.68484
C -2.40202 0.74000 5.90099
C -2.82494 0.41194 7.32557
N -3.00221 -0.22061 4.96597
H 1.08400 1.14928 3.10085
H 1.56179 1.00371 4.82023
H 0.70231 2.42779 4.20455
H -0.34653 0.40961 6.40308
H -0.73519 2.06278 5.94857
H -2.88419 1.67338 5.57393
H -2.44008 -0.55344 7.65186
H -3.91714 0.44670 7.37114
H -2.64773 1.19485 8.06774
H -2.39614 -0.32384 4.15820
H -2.96987 -1.11443 5.45339
C -1.23808 -4.19207 -6.17502
O -0.99261 -3.10817 -5.26948
C 0.19732 -3.38699 -4.54028
C 0.60438 -2.11575 -3.81620
C 1.34744 -1.15256 -4.73700
N 1.45505 -2.43602 -2.63382
H -0.50180 -4.16443 -6.97974
H -2.21524 -3.99825 -6.61630
H -1.28080 -5.14850 -5.65260
H -0.02982 -4.15904 -3.80094
H 1.06295 -3.68473 -5.14172
H -0.29296 -1.61506 -3.44211
H 2.19910 -1.64922 -5.20822
H 1.71094 -0.26661 -4.21841
H 0.65990 -0.84159 -5.52835
H 2.32762 -2.70859 -3.08628
H 1.77539 -1.67862 -2.04609
C -1.38534 -0.21400 0.22003
O -0.02865 0.14689 0.04855
C 0.38022 1.48388 0.19179
C -0.29722 2.51152 -0.71588
C -0.17814 2.05456 -2.19508
N 0.30914 3.82102 -0.44410
H -1.47062 -1.23968 -0.13947
H -2.01365 0.41986 -0.41207
H -1.84162 -0.21069 1.21317
H 0.16401 1.86810 1.20109
H 1.46415 1.62734 0.21922
H -1.34905 2.55508 -0.41950
H -0.38491 2.89822 -2.84843
H -0.84380 1.20692 -2.36603
H 0.81416 1.60877 -2.29802
H -0.22856 4.41806 -1.06928
H 1.22154 3.76275 -0.89704
N 3.64591 -0.40673 -0.84770
C 4.87271 -0.27516 -0.23783
N 5.10627 -1.24376 0.69681
O 5.70072 0.56867 -0.55632
H 2.93037 -0.98764 -0.39052
H 3.28512 0.42476 -1.28599
H 4.28144 -1.80501 0.82286
H 5.87613 -1.08825 1.31828
O 1.82593 -1.91994 0.40103
H 1.14470 -1.23043 0.27957
H 1.33947 -2.68690 0.72024
O -1.50724 -3.99133 -1.49375
H -0.60532 -3.97789 -1.84114
H -1.88112 -3.14885 -1.76774
O -1.56319 4.14088 2.24575
H -0.90919 3.94453 1.56328
H -1.14688 3.87028 3.06924
O -4.89422 -1.42018 -0.23781
H -4.56483 -2.19434 -0.70568
H -4.62272 -0.67256 -0.77915
O 1.75227 6.22010 -2.18952
H 1.46255 6.81535 -2.88792
H 1.11819 6.35578 -1.47775
*
```

Summary:
* calculated total energy: -1474.3796 hartree
* frontier orbital gap: 9.41 eV



# 3
ORCA calculation (ωB97M-V/def2-TZVPD) on a molecular structure, CH9O4 at a distorted geometry.

```
! wB97M-V def2-TZVPD RIJCOSX def2/J DEFGRID3
* xyz -1 1
C -0.60492 1.18975 -1.10142
O 0.43530 0.93457 -0.22686
H -1.05828 2.19810 -0.97619
H -0.20524 1.29566 -2.11599
H -1.47854 0.51802 -1.12397
H 0.52789 -2.14659 1.48684
H 0.73481 -2.16941 0.01807
O 0.71017 -2.77509 0.80278
H 0.91789 -0.06182 -0.74342
H 0.58515 -1.60276 -1.72805
O 1.25282 -1.09317 -1.27140
H -0.16364 0.64270 2.45167
H -0.92408 1.68617 1.81414
O -0.72933 1.38386 2.71380
*
```

Summary:
* calculated total energy: -344.4720 hartree
* frontier orbital gap: 8.69 eV



# 4
ORCA calculation (ωB97M-V/def2-TZVPD) on 2 unconnected molecules or ions with the total composition C3H6O2.

```
! wB97M-V def2-TZVPD RIJCOSX def2/J DEFGRID3
* xyz 0 1
O -2.47908 0.54536 0.17795
C -1.19499 0.31031 0.19717
C 1.15733 -0.97190 -0.53198
C 1.41565 0.07859 0.32026
O 0.80670 0.29410 1.42054
H -2.69621 1.39437 -0.23847
H -0.89878 -0.60616 0.67009
H -0.52828 0.99854 -0.29001
H 1.67368 -1.04628 -1.48527
H 0.64615 -1.86328 -0.17936
H 2.09782 0.86635 -0.06092
*
```

Summary:
* calculated total energy: -268.2422 hartree
* frontier orbital gap (spin up / spin down): 7.48 / 7.49 eV



# 5
ORCA calculation (ωB97M-V/def2-TZVPD) on C4H10N2 in the gas phase at a distorted geometry.

```
! wB97M-V def2-TZVPD RIJCOSX def2/J DEFGRID3
* xyz 0 1
N -0.95949 0.37227 2.75151
C -0.51950 -0.17803 1.47281
C 0.34960 0.38158 0.65378
C 1.12174 -0.20888 -0.56643
C 0.19552 -0.76401 -1.66781
N -0.74823 0.35069 -2.25431
H -1.35776 -0.24364 3.49660
H -0.42604 1.01692 3.24975
H -0.96524 -1.14071 1.35764
H 0.78500 1.42187 0.85102
H 1.78904 -0.97817 -0.29546
H 1.68638 0.74649 -0.87492
H -0.51543 -1.64776 -1.58385
H 0.80866 -1.00600 -2.51374
H -0.11688 0.93510 -2.65255
H -1.12737 0.94227 -1.42403
*
```

Summary:
* calculated total energy: -267.8440 hartree
* frontier orbital gap: 9.45 eV



# 6
ORCA calculation (ωB97M-V/def2-TZVPD) on a molecular structure, C23H31MnN11O2S6.

```
! wB97M-V def2-TZVPD RIJCOSX def2/J DEFGRID3
* xyz 0 6
Mn -0.20982 0.41832 0.66825
C -0.07385 3.70396 4.90534
O -0.91376 3.14972 3.89447
C -0.44514 2.21632 3.06834
O -1.16189 1.81389 2.16811
N 0.79572 1.72316 3.32456
N 1.37267 0.89748 2.35101
H -0.68969 4.42310 5.43526
H 0.77379 4.22675 4.45612
H 0.26374 2.93629 5.60364
H 1.42910 2.25387 3.89775
H 1.65765 0.02327 2.77869
H 2.15319 1.40185 1.93091
S -0.81034 -1.58249 2.27707
C -0.45804 -2.66531 0.96730
N -0.98832 -3.83712 0.77898
N -1.92135 -4.20377 1.63973
C -2.54089 -5.44460 1.54683
C -2.17030 -6.37637 0.58024
C -2.81810 -7.60105 0.53885
C -3.82224 -7.91383 1.44395
C -4.18389 -6.97849 2.40498
C -3.55181 -5.74870 2.45906
N 0.50548 -2.43765 -0.03348
N 0.99126 -1.28936 -0.10100
C 2.03055 -1.14541 -1.07893
C 2.48891 -2.20998 -1.85013
C 3.48836 -1.98480 -2.78172
C 4.03338 -0.71593 -2.94359
C 3.58362 0.33612 -2.16005
C 2.58435 0.12179 -1.22005
H -2.16560 -3.55529 2.38252
H -1.38635 -6.13383 -0.12108
H -2.52808 -8.32308 -0.21419
H -4.31562 -8.87545 1.40234
H -4.96511 -7.20587 3.11893
H -3.83507 -5.01916 3.20865
H 2.05826 -3.19100 -1.71671
H 3.84689 -2.80747 -3.38713
H 4.81296 -0.54851 -3.67512
H 4.01196 1.32297 -2.27474
H 2.23801 0.94697 -0.60269
C -2.37010 1.22690 -4.46644
N -1.29082 1.64405 -3.57969
C 0.02314 1.59071 -4.20044
C -1.35213 1.36252 -2.23542
N -0.37530 0.97618 -1.50975
N -2.59281 1.63055 -1.66423
C -3.07923 1.10819 -0.47978
N -4.30236 1.63574 -0.12327
N -2.45373 0.18844 0.14365
H -2.37575 1.87200 -5.34395
H -3.33932 1.29966 -3.98275
H -2.23544 0.19056 -4.79550
H -0.04449 2.03670 -5.19059
H 0.38979 0.56197 -4.30966
H 0.74070 2.16665 -3.61951
H 0.45024 0.76643 -2.05979
H -3.15600 2.31118 -2.14146
H -4.48568 2.58329 -0.41363
H -4.56419 1.46471 0.83399
H -2.91763 -0.10811 0.99578
C 3.53733 4.62150 2.56669
S 4.07325 3.12125 1.70892
C 3.60966 3.52296 0.06803
C 2.32966 3.63057 -0.37316
S 0.85024 3.41613 0.47665
S 2.21068 4.05400 -2.06918
C 3.89576 4.13107 -2.46355
S 4.45950 4.29745 -4.00053
S 4.88958 3.84073 -1.08725
H 3.74071 4.48093 3.62882
H 2.47053 4.77209 2.40508
H 4.09965 5.48169 2.21062
*
```

Summary:
* expectation value of S²: 8.7550
* calculated total energy: -5188.0285 hartree
* frontier orbital gap (spin up / spin down): 6.47 / 6.50 eV